Run 1
{
  "formula": "C3H10N2O2",
  "method": "ωB97M-V/def2-TZVPD",
  "homo_ha": -0.368,
  "smiles": "CCNC(N)=O.O",
  "gap_ev": 10.615,
  "species": ["C", "C", "N", "C", "N", "O", "H", "H", "H", "H", "H", "H", "H", "H", "O", "H", "H"],
  "positions_angstrom": [[-0.81832, -2.63300, -0.36811], [-0.58333, -1.72587, 0.84514], [0.10906, -0.48813, 0.52238], [-0.44680, 0.72330, 0.22040], [-1.82119, 0.76534, 0.08170], [0.25016, 1.71811, 0.06444], [-0.66260, -2.10853, -1.31120], [-1.79241, -3.09919, -0.46531], [-0.09495, -3.45208, -0.42133], [-1.51073, -1.51731, 1.35922], [0.04460, -2.26363, 1.54876], [1.11221, -0.49095, 0.58278], [-2.14848, 1.22871, -0.75318], [-2.28422, -0.11882, 0.22262], [2.86535, 1.71586, -1.05905], [2.82075, 2.54062, -0.56342], [2.00487, 1.32997, -0.83588]]
}


Run 2
{
  "formula": "C3H10N2O2",
  "method": "ωB97M-V/def2-TZVPD",
  "homo_ha": -0.293,
  "gap_ev": 8.723,
  "species": ["C", "C", "N", "O", "O", "H", "H", "H", "H", "H", "C", "N", "H", "H", "H", "H", "H"],
  "positions_angstrom": [[-1.32337, -0.72020, -1.12221], [0.00480, -0.03855, -0.92694], [0.67090, -1.89678, 0.39248], [1.05671, -0.82715, -0.50309], [0.37840, 0.91542, -1.72312], [0.87784, -2.74871, -0.12612], [1.35962, -1.83219, 1.13928], [-1.22672, -1.37639, -1.99094], [-1.61522, -1.30606, -0.25457], [-2.07362, 0.03406, -1.34956], [-0.28239, 1.16980, 0.87572], [0.97846, 1.60777, 1.42243], [1.71099, 0.94690, 1.19183], [1.26228, 2.49942, 1.03189], [-1.05447, 1.93510, 1.00106], [-0.63147, 0.27729, 1.38943], [-0.09273, 1.36027, -0.44758]]
}


Which structure loses on stability? run 2 does.


Run 1
{
  "formula": "C3H6NO3",
  "method": "ωB97M-V/def2-TZVPD",
  "total_charge": -1,
  "homo_ha": -0.192,
  "gap_ev": 7.039,
  "species": ["O", "C", "O", "C", "C", "O", "N", "H", "H", "H", "H", "H", "H"],
  "positions_angstrom": [[0.20008, 0.16417, 1.94801], [0.15954, -0.78656, 1.16396], [0.08061, -1.97685, 1.35000], [0.08976, -0.30757, -0.37389], [-1.21663, 0.31669, -0.52128], [-0.65945, 1.78219, -2.32958], [1.26914, 0.46999, -0.72614], [0.11635, -1.22536, -0.96392], [-2.01040, -0.31626, -0.90229], [-1.50672, 0.89842, 0.35623], [-1.11584, 1.22094, -1.64564], [1.31985, 1.17760, 0.00415], [0.93030, 0.99729, -1.49915]]
}


Run 2
{
  "formula": "C3H6NO3",
  "method": "ωB97M-V/def2-TZVPD",
  "total_charge": -1,
  "homo_ha": -0.120,
  "gap_ev": 3.755,
  "species": ["O", "C", "O", "C", "C", "O", "N", "H", "H", "H", "H", "H", "H"],
  "positions_angstrom": [[1.23378, -0.51297, -2.01086], [1.67752, -0.48596, -0.84959], [2.71659, -1.08911, -0.46896], [0.86736, 0.02490, 0.31036], [-0.55957, 0.38455, 0.10303], [-3.13583, -0.06552, -0.67469], [1.61634, 0.67165, 1.29256], [1.17630, -0.69695, 1.22382], [-0.86800, 0.92718, 0.99359], [-1.18886, -0.54517, -0.02596], [-0.77290, 0.85948, -0.85752], [1.14959, 0.68981, 2.20753], [-3.91232, -0.16189, -1.24332]]
}


Run 3
{
  "formula": "C3H6NO3",
  "method": "ωB97M-V/def2-TZVPD",
  "total_charge": -1,
  "homo_ha": -0.160,
  "gap_ev": 8.655,
  "species": ["O", "C", "C", "H", "H", "H", "H", "N", "C", "O", "O", "H", "H"],
  "positions_angstrom": [[0.11553, -1.63714, -2.22651], [-0.35431, -1.30799, -1.14667], [-1.68545, -0.65557, -1.01096], [0.20469, -1.60036, -0.24459], [-2.02300, -0.32663, -2.00838], [-1.53537, 0.23256, -0.40780], [-2.37739, -1.34814, -0.53518], [1.94317, 1.09162, 1.61838], [0.68509, 0.94434, 1.00872], [-0.32878, 0.91060, 1.75647], [0.72268, 0.79403, -0.26152], [2.68027, 1.32196, 0.96369], [1.95285, 1.58074, 2.49436]]
}


Which structure loses on stability? run 2 does.


Run 1
{
  "formula": "C6H10N2S2",
  "method": "ωB97M-V/def2-TZVPD",
  "homo_ha": -0.300,
  "smiles": "CC(C)(C)c1nc(=S)s[nH]1",
  "gap_ev": 8.325,
  "species": ["C", "C", "C", "C", "C", "N", "C", "S", "S", "N", "H", "H", "H", "H", "H", "H", "H", "H", "H", "H"],
  "positions_angstrom": [[-0.81835, -1.64962, 0.00497], [-0.62236, -0.13334, 0.00024], [-1.25418, 0.47047, -1.26091], [-1.25738, 0.47872, 1.25577], [0.84921, 0.16543, 0.00054], [1.76597, -0.74565, 0.00062], [3.01751, -0.30261, -0.00032], [4.38317, -1.17071, -0.00015], [2.99663, 1.53839, -0.00001], [1.30850, 1.43579, 0.00011], [-1.87891, -1.88769, 0.00476], [-0.35512, -2.09291, -0.87144], [-0.35676, -2.08720, 0.88512], [-2.31211, 0.22208, -1.29112], [-0.78084, 0.06620, -2.15257], [-1.15863, 1.55426, -1.27869], [-2.31519, 0.22969, 1.28526], [-1.16290, 1.56270, 1.26631], [-0.78584, 0.08101, 2.15133], [0.73758, 2.26497, 0.00018]]
}


Run 2
{
  "formula": "C6H10N2S2",
  "method": "ωB97M-V/def2-TZVPD",
  "homo_ha": [-0.291, -0.291],
  "gap_ev": [7.188, 7.187],
  "species": ["C", "C", "C", "C", "C", "C", "N", "N", "S", "S", "H", "H", "H", "H", "H", "H", "H", "H", "H", "H"],
  "positions_angstrom": [[-0.56096, 0.65506, -1.26250], [0.79615, 0.12681, -1.38093], [1.52171, 0.61305, -0.10098], [1.00834, -0.19245, 1.14486], [-1.48641, -0.29734, -0.84722], [-0.41469, 0.24527, 1.30668], [-1.93959, -2.41142, -0.47342], [-1.01666, -1.59792, -0.72033], [-1.03402, 2.24054, -1.09771], [-0.83043, 1.83554, 1.67139], [0.69116, -1.05553, -1.46720], [1.29687, 0.56568, -2.18368], [2.61585, 0.48896, -0.01337], [1.31924, 1.57841, 0.23125], [1.22222, -1.16351, 1.00069], [1.64144, 0.03160, 1.93104], [-2.55465, -0.33990, -0.58183], [-1.16597, -0.51890, 1.60405], [-1.52713, -3.35055, -0.19162], [0.41751, 2.54660, 1.43084]]
}


Which structure loses on stability? run 2 does.


Run 1
{
  "formula": "C6H6",
  "method": "ωB97M-V/def2-TZVPD",
  "homo_ha": -0.308,
  "smiles": "C#CC(C)=C=C",
  "gap_ev": 9.071,
  "species": ["C", "C", "C", "C", "C", "C", "H", "H", "H", "H", "H", "H"],
  "positions_angstrom": [[2.27493, -1.33628, 0.38575], [1.23483, -0.76490, 0.17448], [0.00818, -0.11385, -0.15032], [-1.13034, -0.88688, -0.75862], [-0.07101, 1.20092, -0.02689], [-0.38033, 2.23954, 0.68255], [3.21022, -1.82930, 0.51550], [-0.91650, -1.02369, -1.82025], [-1.24001, -1.87196, -0.29661], [-2.07572, -0.34213, -0.66160], [-0.56223, 1.39043, 1.41231], [-0.35203, 3.33810, 0.54371]]
}


Run 2
{
  "formula": "C6H6",
  "method": "ωB97M-V/def2-TZVPD",
  "homo_ha": -0.358,
  "smiles": "C#CC(C)C#C",
  "gap_ev": 10.737,
  "species": ["C", "C", "C", "C", "C", "C", "H", "H", "H", "H", "H", "H"],
  "positions_angstrom": [[0.24773, 2.16535, 0.70802], [0.48132, 0.99447, 0.56307], [0.38172, -0.41983, 0.16383], [0.92313, -0.55761, -1.28050], [-1.03142, -0.72444, 0.49526], [-2.09554, -0.84195, 1.04960], [-0.10080, 3.16206, 0.83870], [0.96753, -1.08913, 0.80519], [0.70669, 0.34299, -1.86124], [2.01399, -0.64954, -1.22393], [0.53597, -1.42876, -1.81360], [-3.03033, -0.95362, 1.55561]]
}


Which structure loses on stability? run 1 does.


Run 1
{
  "formula": "C6H6",
  "method": "ωB97M-V/def2-TZVPD",
  "homo_ha": -0.333,
  "gap_ev": 7.811,
  "species": ["C", "C", "C", "C", "C", "C", "H", "H", "H", "H", "H", "H"],
  "positions_angstrom": [[1.89190, -0.32106, -0.16570], [2.79501, -1.23489, -0.12463], [-1.61577, -1.87478, -0.38542], [-0.95350, -0.65727, -0.36579], [0.84224, 0.40061, 0.05306], [0.55518, 1.78711, 0.42444], [-0.94272, -2.74002, -0.35361], [-2.65715, -2.09736, -0.33752], [-1.54452, 0.34003, -0.27538], [1.36013, 2.26009, 0.99782], [-0.32019, 1.85608, 1.02117], [0.58940, 2.28149, -0.48844]]
}


Run 2
{
  "formula": "C6H6",
  "method": "ωB97M-V/def2-TZVPD",
  "homo_ha": [-0.306, -0.299],
  "gap_ev": [7.253, 7.089],
  "species": ["C", "C", "C", "C", "C", "C", "H", "H", "H", "H", "H", "H"],
  "positions_angstrom": [[-2.62561, 0.68489, 0.35138], [-1.29745, 0.25895, -0.07780], [-0.18358, -0.08874, -0.39545], [1.05378, -0.56158, -0.90047], [2.25609, -0.51923, -0.25535], [2.30630, 0.02446, 1.07100], [-2.58615, 1.68473, 0.79434], [-3.32834, 0.70019, -0.48730], [-3.01213, -0.00308, 1.11056], [0.99759, -1.02225, -1.88895], [3.10447, -0.94950, -0.79767], [3.31503, -0.20884, 1.47571]]
}


Which structure loses on stability? run 1 does.